Below is a single C3H3NO3 molecule, with properties calculated with ωB97M-V with the def2-TZVPD basis set.

```
! RIJCOSX wB97M-V def2-TZVPD def2/J DEFGRID3
* xyz 0 1
N 0.902 -1.577 -0.941
C 0.432 -0.596 -0.312
O -0.101 -0.764 0.975
C -0.623 0.306 1.601
O -0.640 1.426 1.166
C 0.609 0.808 -0.830
O -0.338 1.040 -1.703
H 0.827 -2.440 -0.401
H -1.038 -0.001 2.568
H -0.180 1.921 -2.078
*
```

max |F|	0.579	eV/A
DFT total energy	-396.48815	Ha
energy above the lowest of the compared OMol25 structures with the same formula, charge and spin	85.5	kcal/mol
orbital gap	9.69	eV